{
  "formula": "C24H34FN3O2",
  "method": "wB97M-V/def2-TZVPD",
  "symbols": ["C", "C", "H", "H", "H", "C", "C", "H", "C", "H", "H", "C", "C", "C", "C", "H", "H", "C", "H", "H", "C", "N", "C", "C", "C", "H", "C", "H", "H", "F", "C", "C", "H", "C", "H", "H", "H", "H", "H", "O", "H", "H", "H", "C", "H", "H", "N", "H", "H", "C", "N", "C", "H", "H", "C", "H", "H", "H", "H", "C", "C", "H", "O", "H"],
  "coordinates": [[-1.597, -0.423, -1.465], [0.170, -1.561, 3.372], [1.976, 0.081, -0.822], [0.422, -2.484, -4.623], [-1.059, -1.560, -4.881], [-3.415, 4.873, 0.250], [3.261, -0.088, 0.840], [-3.212, 3.278, -1.192], [-0.743, -1.323, -0.562], [-0.922, -3.984, -1.356], [-3.180, 6.326, 1.827], [-0.322, -3.395, -2.051], [0.202, -0.835, -3.278], [2.208, -0.586, 1.797], [-2.177, 4.501, 2.395], [-0.464, 3.764, 1.309], [-1.376, -3.879, -3.865], [2.112, -1.949, 2.058], [-2.113, -2.581, -2.944], [-4.335, 4.466, 0.676], [0.278, -2.187, -1.311], [1.025, -1.306, -2.188], [1.092, -2.447, 2.847], [-0.402, -1.976, -4.115], [-1.375, 1.630, -0.063], [-1.522, 0.472, -3.432], [3.217, -1.466, -1.187], [-1.109, 2.628, 2.492], [0.506, -4.025, -2.387], [-0.840, -2.038, 4.136], [-2.596, 5.535, 1.354], [-2.199, 2.704, 0.637], [2.842, -2.621, 1.632], [-1.157, -2.992, -3.263], [2.792, -1.067, -3.247], [0.839, -0.242, -3.947], [0.974, -2.578, -0.559], [-0.180, -0.673, 0.108], [-2.473, -0.974, -1.816], [-0.160, 1.649, -0.098], [-3.127, 0.754, -0.582], [-3.069, 4.090, 2.875], [1.004, -3.502, 3.056], [0.244, -0.201, 3.135], [-3.098, 2.250, 1.070], [4.206, -0.615, 0.991], [2.835, -0.362, -0.517], [-0.494, 0.457, 3.566], [1.326, 1.336, 2.123], [-0.820, 0.134, -2.668], [-2.127, 0.688, -0.674], [1.269, 0.281, 2.339], [-3.693, 5.613, -0.503], [-1.572, 4.976, 3.169], [2.385, -1.700, -2.454], [-1.704, 5.990, 0.918], [-1.392, -1.954, 0.049], [3.412, 0.988, 0.954], [2.512, -2.750, -2.759], [-1.385, 3.373, 1.744], [-2.618, 3.750, -0.405], [-0.259, 0.999, -2.313], [4.134, -2.190, -0.853], [-1.718, 4.162, -0.868]],
  "gap_ev": 8.85,
  "charge": 0,
  "e_above_lowest_kcal_mol": 0.0,
  "smiles": "O=C(CN1[C@@H]2CCC[C@H]1C[C@H](NC(=O)C1CCCCC1)C2)NCc1ccc(F)cc1",
  "e_homo_ev": -8.324,
  "largest_force_ev_per_a": 0.73
}


{
  "formula": "C24H34N2O2",
  "method": "wB97M-V/def2-TZVPD",
  "symbols": ["C", "C", "H", "H", "H", "H", "C", "H", "H", "H", "C", "H", "H", "C", "C", "C", "C", "C", "H", "C", "C", "C", "C", "H", "H", "H", "C", "C", "O", "C", "C", "H", "H", "H", "H", "H", "H", "N", "H", "H", "N", "C", "H", "H", "H", "H", "C", "H", "H", "H", "C", "C", "C", "H", "H", "O", "H", "C", "H", "H", "H", "C"],
  "coordinates": [[-2.551, 3.457, -1.614], [0.773, 2.487, -3.326], [-1.100, -1.669, 2.238], [-2.940, 1.520, 2.027], [-1.687, 3.785, -3.569], [1.216, -1.648, 0.221], [-0.820, -0.959, 5.534], [0.583, -3.169, 0.895], [-1.466, -0.703, 8.153], [0.485, 2.790, -4.348], [2.210, -3.668, -3.093], [3.435, 0.460, -3.432], [0.638, -0.892, -1.936], [0.651, -2.559, -0.004], [1.155, -1.566, -2.599], [2.484, -3.226, -4.369], [-1.170, -1.105, 3.157], [-2.086, 3.149, -0.194], [-0.613, 2.349, 1.808], [-0.084, 2.151, -0.991], [-0.949, 1.513, 1.169], [2.105, -1.953, -4.770], [-0.433, -0.946, 7.883], [-3.163, 4.361, -1.608], [-0.773, 4.503, -2.238], [0.511, 3.013, -0.634], [2.944, 1.430, -3.495], [-1.349, 0.325, 5.519], [-0.365, -1.608, 6.644], [-0.735, -1.670, 4.336], [-1.781, 0.879, 4.325], [-0.126, 0.796, 1.105], [3.200, 1.888, -4.465], [-2.957, 2.990, 0.443], [0.168, -0.030, 7.884], [0.547, 1.262, -0.933], [1.413, 3.274, -2.919], [-1.269, 1.949, -0.177], [2.328, -1.612, -5.770], [-3.166, 2.627, -1.968], [1.521, 1.242, -3.320], [1.007, 0.268, -4.271], [1.334, 0.495, -5.302], [3.003, -3.875, -5.059], [-1.432, 0.904, 6.425], [-0.026, -1.643, 8.613], [-1.353, 3.628, -2.541], [3.326, 2.065, -2.697], [-1.073, 1.519, -2.768], [2.502, -4.652, -2.764], [1.438, -1.122, -3.886], [-0.479, 2.380, -2.449], [-1.704, 0.179, 3.131], [-0.324, -2.667, 4.361], [-2.509, 0.044, 1.151], [1.314, -3.357, -0.954], [-2.192, 1.879, 4.331], [-2.137, 0.806, 1.838], [-0.085, 0.313, -4.250], [-1.524, 4.017, 0.204], [-0.355, -2.286, -0.340], [1.541, -2.835, -2.193]],
  "gap_ev": 9.16,
  "charge": 0,
  "e_above_lowest_kcal_mol": 47.9,
  "smiles": "COc1ccc(CCN2CCC[C@@H](CN(C)Cc3cccc(OC)c3)C2)cc1",
  "e_homo_ev": -8.306,
  "largest_force_ev_per_a": 0.53
}


{
  "formula": "C24H34N2O4PReS2Se2Te",
  "method": "wB97M-V/def2-TZVPD",
  "symbols": ["C", "H", "H", "C", "H", "Te", "C", "H", "C", "C", "C", "C", "H", "S", "H", "C", "H", "C", "H", "C", "H", "C", "H", "H", "O", "C", "S", "H", "Se", "C", "C", "H", "C", "O", "H", "H", "C", "C", "O", "N", "C", "H", "H", "H", "H", "H", "H", "Se", "H", "Re", "H", "H", "H", "P", "H", "H", "H", "H", "C", "N", "H", "H", "H", "C", "C", "C", "C", "C", "O", "H", "H"],
  "coordinates": [[-0.160, -1.442, -5.324], [-3.340, 2.615, -1.369], [6.122, -1.939, 1.630], [-5.175, -3.308, 3.150], [-2.325, 3.874, 0.717], [3.700, 0.651, -2.159], [-0.547, 3.500, 1.914], [0.072, 1.273, 3.923], [-0.301, -0.931, -3.911], [3.043, -0.604, 1.116], [-3.979, -2.146, 0.937], [-4.951, -1.448, 1.649], [0.255, -0.673, -5.983], [-0.600, -1.544, -0.302], [2.720, 4.281, 1.941], [4.953, -0.952, 3.166], [-0.481, 4.576, 2.060], [2.367, 3.256, 1.994], [0.497, -2.315, -5.349], [2.734, -0.277, 2.474], [3.539, -0.066, 4.480], [1.041, 0.792, 4.050], [-5.241, -0.453, 1.329], [-2.353, -3.778, -0.405], [1.222, 1.788, -3.987], [-5.549, -2.026, 2.761], [-0.880, -4.051, 1.474], [-2.677, -5.223, 0.568], [0.923, 3.001, 0.721], [-0.406, -2.368, 1.242], [4.271, -1.257, 0.850], [0.477, 1.951, -6.536], [-1.918, 3.121, 1.387], [0.426, 1.234, -1.735], [-0.330, 3.004, 2.851], [4.468, -1.589, -0.162], [2.112, 1.750, -5.152], [-2.355, 2.163, -1.366], [1.041, -0.664, -3.371], [0.410, -0.427, 2.046], [3.758, -0.378, 3.462], [-3.522, -1.702, 0.062], [-1.579, 2.873, -1.624], [-5.644, -3.773, 4.011], [-0.755, -1.671, -3.259], [3.039, 2.260, -4.896], [-2.599, 3.005, 2.222], [-2.031, 1.414, 0.397], [-2.323, 1.326, -2.058], [0.333, 0.570, 0.326], [1.785, 1.499, 4.418], [-6.307, -1.488, 3.316], [-3.906, -4.992, 2.761], [1.394, 0.753, -2.803], [3.160, 2.570, 1.704], [-0.903, -0.022, -3.882], [5.713, -1.072, 3.930], [2.065, 2.420, -7.170], [1.418, 2.445, -6.290], [0.127, -1.788, 2.242], [2.017, 3.018, 2.996], [2.344, 0.715, -5.410], [0.895, 0.011, 4.808], [-4.201, -3.996, 2.443], [-3.590, -3.421, 1.331], [-2.490, -4.150, 0.606], [1.429, 0.096, 2.798], [5.187, -1.432, 1.849], [2.293, -0.194, 0.138], [-1.142, -1.733, -5.707], [1.211, 3.487, -6.041]],
  "gap_ev": [6.17, 5.27],
  "charge": 1,
  "e_above_lowest_kcal_mol": 29.4,
  "spin_multiplicity": 4,
  "s_squared": 3.813,
  "e_homo_ev": [-9.640, -9.931],
  "largest_force_ev_per_a": 1.50
}


{
  "formula": "C24H34N2O5",
  "method": "wB97M-V/def2-TZVPD",
  "symbols": ["H", "H", "C", "O", "C", "H", "H", "C", "C", "O", "C", "H", "C", "H", "H", "H", "H", "H", "C", "C", "H", "C", "C", "O", "C", "H", "H", "H", "H", "C", "C", "N", "C", "O", "C", "H", "H", "H", "H", "H", "H", "H", "H", "H", "H", "H", "H", "N", "H", "C", "C", "C", "C", "C", "C", "C", "C", "H", "O", "H", "H", "C", "H", "H", "H"],
  "coordinates": [[-2.052, -1.615, -0.360], [2.767, -1.652, 3.478], [-1.799, -1.416, 0.670], [-0.286, 4.073, -1.978], [0.657, 4.349, -0.976], [-0.776, 4.611, -4.832], [-0.814, 1.254, -3.547], [-0.779, 3.660, -4.299], [2.805, -4.759, 2.729], [-2.655, 0.877, 0.640], [0.298, 3.693, -3.203], [0.094, 4.622, -0.086], [-2.833, 0.879, -0.767], [2.893, -3.739, 4.644], [1.085, 4.410, -3.481], [-4.442, 3.124, -2.852], [-3.346, -0.042, -1.084], [-0.935, -0.839, 4.382], [3.146, -1.470, 0.703], [-3.713, 2.085, -1.098], [1.281, 3.470, -0.760], [-1.791, -0.006, 2.614], [2.137, -4.141, 3.961], [-0.620, -4.264, 3.929], [3.507, -3.690, 1.891], [1.913, 0.985, -1.402], [-2.051, 0.937, 3.068], [3.522, -5.517, 3.047], [2.436, -0.628, -1.899], [-1.754, 1.176, -3.007], [-0.081, -3.280, 3.463], [1.259, -3.062, 3.555], [-3.880, 2.222, -2.610], [4.321, -1.430, 0.446], [-1.497, 1.020, -1.506], [2.038, -5.250, 2.126], [3.912, -4.130, 0.979], [-2.286, 0.290, -3.378], [1.533, -4.882, 4.486], [1.150, -0.799, 0.230], [3.585, 0.467, -1.133], [-0.961, -3.359, 0.939], [1.313, 5.179, -1.263], [4.342, -3.261, 2.449], [1.262, -1.183, 2.660], [-3.234, 2.982, -0.704], [-4.686, 1.975, -0.618], [-2.584, 2.328, -3.251], [-0.568, 2.865, -5.015], [2.168, -0.406, 0.233], [-0.832, -2.205, 2.734], [-1.171, -0.999, 3.341], [2.548, 0.142, -1.139], [-2.198, 3.528, -3.749], [-2.088, -0.189, 1.260], [2.522, -2.574, 1.537], [1.945, -2.010, 2.849], [2.211, 0.405, 0.967], [-2.971, 4.460, -3.826], [-0.855, 0.158, -1.322], [0.784, 2.709, -3.085], [-1.180, -2.410, 1.408], [1.688, -2.991, 0.959], [-4.403, 1.349, -3.016], [-0.999, 1.916, -1.133]],
  "gap_ev": 9.23,
  "charge": 0,
  "e_above_lowest_kcal_mol": 46.6,
  "smiles": "CCC(=O)[C@H]1CCCN(C(=O)c2ccc(OC3CCN(C(=O)CCOC)CC3)cc2)C1",
  "e_homo_ev": -8.783,
  "largest_force_ev_per_a": 0.70
}